Version a
23
Properties=species:S:1:pos:R:3:mulliken_charge:R:1 method="wB97M-V/def2-TZVPD" homo_energy_ev=-8.88 orbital_gap_ev=9.6 multiplicity=1 charge=0 lumo_energy_ev=0.72 smiles="C=C(O)C(C)(C)[C@H](C)O"
O -0.66713 1.45396 -1.74526 -0.55
O -0.19147 -1.78039 1.93456 -0.65
C 1.17840 2.03142 -0.33093 -1.35
C 0.38756 0.91896 -0.98162 0.02
C 1.01940 -1.69537 -0.51138 -1.77
C -1.45318 -1.14462 -0.72840 -1.63
C -0.43836 0.76951 1.99052 -0.90
C -0.13692 -0.19921 1.15425 -0.07
C -0.10352 -0.72228 -0.16717 2.10
H 2.01015 1.63572 0.25452 0.33
H 1.95341 -1.41484 -0.02000 0.37
H -0.98246 -1.80638 2.49377 0.26
H 1.17572 -1.72939 -1.59479 0.48
H 1.04147 0.46228 -1.72710 0.29
H -0.53758 0.55298 3.04718 0.32
H 0.55963 2.70608 0.26530 0.33
H 0.74810 -2.70006 -0.18100 0.39
H -1.23750 1.97088 -1.15677 0.36
H -2.24947 -0.45444 -0.44642 0.37
H -1.72189 -2.12422 -0.32567 0.43
H 1.60872 2.67720 -1.10651 0.36
H -0.55368 1.80655 1.70273 0.18
H -1.40938 -1.21433 -1.81982 0.33

=====

Version b
23
Properties=species:S:1:pos:R:3:mulliken_charge:R:1 method="wB97M-V/def2-TZVPD" homo_energy_ev=-10.67 orbital_gap_ev=11.6 multiplicity=1 charge=0 lumo_energy_ev=0.95 smiles="CCCCCCOC=O"
O -3.11891 -0.57863 -0.15889 -0.34
O -1.86023 -2.27655 -0.98531 -0.48
C -2.52741 0.64279 0.32313 -0.72
C 2.77005 -1.26238 0.21603 -1.39
C -2.38753 -1.18211 -1.13366 0.16
C 1.22932 0.57860 -0.47684 -0.97
C -1.06473 0.50543 0.73276 -0.67
C -0.10115 1.27757 -0.18564 -0.58
C 1.91035 -0.09469 0.70888 -0.16
H -0.98770 0.93418 1.72562 0.40
H -2.65675 1.40973 -0.43688 0.36
H 1.09772 -0.10989 -1.30246 0.41
H 2.11961 -1.97486 -0.28216 0.35
H 2.57824 0.60179 1.19877 0.32
H -0.60628 1.40821 -1.13945 0.38
H -2.39796 -0.66542 -2.10105 0.40
H 1.91495 1.33954 -0.83803 0.33
H 0.04333 2.27997 0.19578 0.41
H -3.13166 0.93447 1.16754 0.33
H 1.20990 -0.50826 1.42083 0.30
H 3.25474 -1.78890 1.02810 0.37
H -0.78397 -0.53132 0.84357 0.44
H 3.49607 -0.93924 -0.52062 0.34

=====

Version c
23
Properties=species:S:1:pos:R:3:mulliken_charge:R:1 method="wB97M-V/def2-TZVPD" homo_energy_ev=-8.52 orbital_gap_ev=9.1 multiplicity=1 charge=0 lumo_energy_ev=0.62 smiles="CCC(C)=O.C=C(C)O"
O -0.83830 -0.33314 -1.86089 -0.69
O -0.26026 -2.50526 -0.64175 -0.61
C -0.68493 0.52134 -0.96631 0.96
C -1.62849 0.55767 0.21111 -1.43
C 0.32313 -2.60146 1.65677 -1.20
C 0.65156 2.54924 -0.14139 -1.09
C 0.50480 -1.98030 0.30364 0.83
C -0.00123 1.82794 -1.31974 -0.44
C 1.27453 -0.88529 0.08156 -1.29
H -0.47126 -1.74746 -1.35021 0.51
H 1.87214 -0.47855 0.88326 0.31
H 0.73018 1.62420 -2.10509 0.31
H 1.37338 1.91042 0.36085 0.24
H 0.58446 -3.66051 1.60193 0.34
H -0.77228 2.47756 -1.75570 0.36
H -2.37922 1.33449 0.04680 0.42
H 0.94526 -2.12009 2.40529 0.33
H 1.18391 3.43316 -0.49578 0.38
H -0.72557 -2.53997 1.95527 0.26
H -1.08681 0.79424 1.12679 0.36
H -0.08696 2.88227 0.58759 0.32
H -2.12421 -0.40463 0.32610 0.36
H 1.61616 -0.65587 -0.91008 0.48

=====

Version d
23
Properties=species:S:1:pos:R:3:mulliken_charge:R:1 method="wB97M-V/def2-TZVPD" homo_energy_ev=-8.92 orbital_gap_ev=9.8 multiplicity=1 charge=0 lumo_energy_ev=0.85 smiles="C=C(C)COC(C)(C)O"
O 0.34782 2.53715 0.98853 -0.54
O 1.18804 0.29053 0.76429 -0.46
C -1.19673 -1.18788 1.64782 -1.05
C 0.92566 -0.92469 0.24061 -0.69
C 1.53561 1.99357 -1.04651 -1.46
C 0.46361 1.62474 -0.03338 1.24
C -0.65136 -1.42309 0.45272 0.84
C -0.84858 1.27240 -0.58415 -1.21
C -1.02538 -2.62105 -0.37407 -1.28
H 1.18634 2.54632 1.46735 0.36
H -0.85377 -0.35706 2.24697 0.27
H 2.50863 2.03924 -0.55482 0.36
H -1.74680 -3.25684 0.13809 0.38
H -1.47702 -2.30367 -1.31776 0.30
H 1.07188 -0.96582 -0.85123 0.34
H -1.66111 1.38163 0.13009 0.36
H -1.06637 1.76620 -1.52662 0.39
H -2.04303 -1.74489 2.02146 0.31
H 1.30151 2.96701 -1.48290 0.41
H 1.49824 -1.71028 0.75001 0.37
H -0.14926 -3.23011 -0.60402 0.29
H -0.89176 0.05844 -0.63263 0.15
H 1.58381 1.24813 -1.83986 0.32

=====

What is the least stable structure shown above? It is version a.